Entry 1:
Density functional theory data (ωB97M-V/def2-TZVPD) for 4 unconnected molecules or ions with the total composition C18H36BBr2ClNO6S.

Cartesian coordinates (Å):
Br 1.24 -4.50 -4.47
Br 0.16 -1.48 -5.65
Cl 1.77 -5.09 -1.41
S 0.23 -2.04 0.98
O 0.77 -2.79 -10.17
O -0.96 4.14 8.22
O 1.57 1.51 4.79
O -0.80 5.30 6.31
O 1.90 0.15 3.03
O 0.55 -2.95 -12.39
N 2.56 -2.51 -1.01
C 0.37 -0.33 -2.74
C -1.80 7.26 5.28
C -1.36 5.83 5.09
C 0.57 -1.67 -3.67
C 1.02 -2.98 -3.13
C 0.40 -3.46 -11.28
C -3.01 4.91 7.30
C 1.27 0.41 4.06
C 1.15 1.33 7.18
C -1.52 4.73 7.30
C 0.78 2.01 5.88
C -0.36 0.87 0.84
C 1.49 -4.19 -8.30
C -1.04 -0.62 0.95
C 0.22 -0.53 4.57
C -0.01 -3.07 -0.57
C 0.45 -3.21 -8.83
C -0.11 -4.87 -11.15
B 1.33 -3.25 -1.50
H -0.36 0.39 -3.35
H -1.73 -0.71 1.90
H 2.39 -1.49 -0.86
H -0.55 5.79 4.34
H -0.57 -3.60 -8.76
H 0.59 1.76 8.01
H -2.16 5.18 4.71
H -1.73 -0.82 0.00
H -2.17 7.68 4.34
H 0.95 0.26 7.14
H -0.57 -0.04 5.14
H 0.64 0.86 1.48
H 3.03 -2.98 -0.20
H -0.27 -1.00 3.72
H 1.01 3.08 5.96
H -3.46 4.03 7.77
H -0.65 -5.05 -10.22
H -0.43 -4.15 -0.29
H 1.50 -5.11 -8.89
H -2.59 7.34 6.03
H 2.22 1.44 7.38
H -0.97 7.88 5.64
H 2.49 -3.75 -8.36
H -1.12 1.67 1.24
H 1.28 -4.45 -7.26
H 0.73 -5.56 -11.24
H -0.82 -5.06 -11.95
H -3.26 5.80 7.89
H 0.69 -1.30 5.19
H -3.44 4.98 6.31
H -0.05 1.19 -0.25
H -0.15 -0.52 -1.71
H -0.85 -2.53 -1.22
H -0.29 1.94 5.65
H 0.47 -2.30 -8.21
H 1.36 0.28 -2.57

Properties
Multiplicity: 1
ΔE to the lowest compared entry with this formula, charge and spin, kJ/mol: 294.9
Net charge: -1
Gap between HOMO and LUMO, eV: 6.52

Results of the natural (NBO) charge analysis, in e, for atoms 1 through 2: number 1, Br, carries -0.0278; number 2, Br, carries -0.0663

Entry 2:
Density functional theory data (ωB97M-V/def2-TZVPD) for a molecular structure, C18H36BiN3.

Cartesian coordinates (Å):
Bi 0.36 -0.29 0.20
N -0.85 2.50 2.21
N -2.55 3.35 0.75
N -1.08 1.68 0.05
C 0.63 -1.91 -2.40
C 2.11 1.55 -2.40
C 0.45 1.90 2.23
C -1.52 2.53 1.02
C 3.75 -0.60 -0.75
C -1.44 2.78 3.47
C 2.50 -0.86 -1.50
C -0.37 0.08 -3.76
C -3.14 4.34 1.60
C 0.61 -0.54 -2.82
C -0.25 -3.00 -2.95
C 1.72 0.13 -2.22
C 2.31 -3.41 -1.09
C -0.97 -2.62 1.27
C 1.83 -2.12 -1.65
C 0.30 -2.64 2.18
C -3.22 3.28 -0.55
C 0.50 -4.05 2.84
H 0.12 -3.45 -3.93
H 0.40 0.80 2.27
H 1.24 2.20 -2.49
H 2.79 -4.05 -1.88
H 3.02 -3.26 -0.27
H 0.64 -4.90 2.12
H 0.33 -1.95 3.04
H -2.57 2.85 3.53
H -1.33 -0.46 -3.75
H -1.07 3.76 3.89
H -1.25 -1.87 0.45
H -2.54 3.71 -1.30
H -3.43 2.25 -0.76
H 1.29 -2.49 1.71
H 1.04 2.31 1.40
H 1.44 -4.00 -0.70
H -4.16 3.90 -0.56
H 4.61 -0.55 -1.44
H 0.91 2.18 3.18
H -3.68 5.12 1.03
H -3.89 3.90 2.29
H -1.38 2.01 -0.87
H 2.76 1.92 -1.58
H -1.14 2.09 4.22
H -1.76 -2.39 2.01
H -0.38 -4.35 3.42
H 3.97 -1.39 -0.03
H 1.32 -4.14 3.57
H 0.05 0.01 -4.80
H -0.54 1.14 -3.51
H -0.29 -3.79 -2.20
H 3.71 0.37 -0.20
H 2.69 1.66 -3.34
H -1.02 -3.53 0.64
H -2.36 4.86 2.20
H -1.23 -2.57 -3.10

Properties
Multiplicity: 1
Net charge: +2
Gap between HOMO and LUMO (spin up / spin down), eV: 6.35 / 5.94

Results of the natural (NBO) charge analysis, in e, for atoms 1 through 2: number 1, Bi, carries 1.5519; number 2, N, carries -0.4201

Entry 3:
Density functional theory data (ωB97M-V/def2-TZVPD) for 7 unconnected molecules or ions with the total composition C18H36Br12IO3P2.

Cartesian coordinates (Å):
I 0.58 2.97 1.93
Br -6.80 2.62 1.01
Br 6.56 -4.00 0.25
Br -4.31 -0.40 -6.55
Br -0.37 -3.93 0.55
Br -4.74 1.36 -3.32
Br -1.17 7.95 -1.54
Br 1.91 7.79 0.52
Br 4.81 -1.57 2.42
Br 1.51 -4.83 3.61
Br -2.48 -5.05 3.40
Br 3.86 -6.68 5.82
Br -9.31 4.61 -0.84
P 1.33 1.53 -1.48
P 2.26 2.67 0.11
O -0.73 2.17 -3.00
O 2.35 4.10 -0.70
O -0.97 2.88 -0.88
C 5.78 -3.19 2.89
C 2.04 -1.16 -1.17
C 1.94 -6.86 5.60
C -2.29 -4.22 0.66
C 0.27 6.75 0.64
C -6.62 3.60 -0.66
C 4.40 -0.10 -1.39
C 3.47 -1.06 -0.63
C 7.01 -3.38 2.04
C -0.40 -0.54 -0.80
C -7.39 4.89 -0.63
C 1.51 -6.69 4.17
C -2.86 -3.78 1.97
C -4.00 1.47 -6.08
C -0.39 2.32 -1.82
C -0.29 6.41 -0.71
C 1.06 -0.11 -0.63
C -3.41 1.63 -4.71
H -2.71 -3.62 -0.15
H -2.47 -2.82 2.29
H -7.26 5.44 0.30
H -0.56 -0.95 -1.79
H 2.15 -7.22 3.47
H 7.64 -4.15 2.46
H -0.42 7.32 1.26
H -7.10 5.52 -1.47
H -2.60 0.94 -4.50
H 4.09 0.05 -2.42
H 5.41 -0.53 -1.41
H -4.95 1.97 -6.19
H 6.07 -3.06 3.94
H -5.56 3.80 -0.76
H -0.70 -1.31 -0.09
H -3.95 -3.73 1.92
H 0.47 6.08 -1.41
H 3.48 -0.81 0.43
H 1.64 -2.15 -0.94
H -1.06 5.65 -0.62
H 5.08 -4.01 2.81
H 0.54 5.83 1.15
H -6.94 2.94 -1.45
H 1.26 0.02 0.44
H 3.92 -2.05 -0.71
H -2.46 -5.27 0.46
H 0.48 -7.02 4.05
H -1.08 0.30 -0.63
H 1.71 -7.87 5.94
H 2.07 -1.03 -2.26
H -3.30 1.83 -6.83
H 2.51 4.82 -0.07
H 1.48 -6.14 6.26
H 4.50 0.87 -0.90
H -3.05 2.64 -4.56
H 7.58 -2.46 1.92

Properties
Multiplicity: 1
Net charge: -1
Gap between HOMO and LUMO, eV: 6.47

Results of the Löwdin charge analysis, in e, for atoms 1 through 2: number 1, I, carries 0.3218; number 2, Br, carries 0.5954

Entry 4:
Density functional theory data (ωB97M-V/def2-TZVPD) for 8 unconnected molecules or ions with the total composition C18H36Cl14F2O2PS.

Cartesian coordinates (Å):
Cl -9.40 0.58 2.68
Cl -6.42 -0.22 4.15
Cl 1.62 -2.32 2.11
Cl 5.98 -8.75 -0.45
Cl -0.94 8.02 -3.82
Cl 3.36 -0.89 -0.45
Cl 4.15 0.62 4.19
Cl -4.03 3.25 1.00
Cl -1.43 7.12 -0.56
Cl 3.21 -9.43 -2.33
Cl -4.07 0.05 -0.18
Cl 1.72 2.48 0.37
Cl 3.64 -0.31 7.43
Cl 1.20 5.23 -1.59
S -0.29 -2.16 -4.71
P -0.34 -2.22 -2.57
F -3.67 -4.53 -1.84
F -0.71 -0.67 -2.04
O 1.57 -5.04 -3.20
O 1.59 -4.81 -0.92
C -3.40 1.48 -1.00
C 3.35 -0.38 1.26
C 1.45 -2.63 -2.03
C -2.99 -3.24 -1.85
C 2.24 3.83 -1.96
C -2.79 2.47 -0.01
C -7.98 1.64 2.88
C -1.43 -3.57 -1.86
C 3.92 1.34 6.82
C 1.66 2.54 -1.41
C 3.22 -1.55 2.21
C 3.57 -7.92 -1.45
C 1.53 -4.24 -2.03
C -1.78 8.96 -2.56
C 3.30 1.55 5.45
C 5.05 -7.60 -1.44
C -6.67 0.88 2.77
C -1.16 8.76 -1.19
H -1.04 -3.89 -0.83
H 5.21 -6.61 -1.01
H 4.99 1.52 6.82
H -1.62 9.45 -0.48
H -0.90 -3.32 -5.20
H -6.63 0.29 1.85
H -3.34 -2.72 -0.88
H 0.63 2.40 -1.72
H 3.38 2.60 5.17
H 4.29 0.15 1.44
H 3.46 2.02 7.54
H 3.35 -1.21 3.24
H -3.34 -2.72 -2.80
H 2.25 1.69 -1.77
H 2.13 -2.17 -2.83
H 5.47 -7.61 -2.44
H -5.83 1.58 2.76
H 3.02 -7.12 -1.95
H 2.31 3.77 -3.05
H 2.25 1.26 5.43
H -1.29 -4.50 -2.54
H 3.98 -2.31 2.00
H 3.23 4.03 -1.57
H -2.83 8.67 -2.57
H 2.54 0.34 1.39
H 0.71 -5.53 -3.18
H -2.27 3.26 -0.55
H 1.69 -2.19 -0.98
H 3.17 -8.02 -0.44
H -1.72 10.01 -2.85
H -0.09 8.95 -1.20
H -8.03 2.40 2.09
H -8.06 2.15 3.84
H -4.19 1.94 -1.59
H -2.62 1.13 -1.68
H -2.08 1.98 0.65

Properties
Multiplicity: 1
Net charge: +1
Gap between HOMO and LUMO, eV: 6.99

Results of the Löwdin charge analysis, in e, for atoms 1 through 2: number 1, Cl, carries 0.5399; number 2, Cl, carries 0.5374

Entry 5:
Density functional theory data (ωB97M-V/def2-TZVPD) for a molecular structure, C18H36ClHfN2O2.

Cartesian coordinates (Å):
Hf 3.14 0.92 -0.72
Cl 2.25 3.03 0.77
O 1.91 -0.64 0.78
O 1.31 1.37 -2.30
N -0.12 1.40 -2.20
N 1.03 -1.33 1.73
C 0.45 -0.33 2.72
C 0.56 -3.29 3.11
C -0.26 3.87 -1.58
C 1.51 -2.68 2.09
C -0.03 -2.37 4.23
C -0.31 -1.11 -1.77
C 1.48 -3.65 0.89
C -0.57 -0.17 -4.02
C -0.59 -1.05 3.62
C -2.90 1.47 -2.98
C 2.91 -2.63 2.75
C 1.41 0.51 3.60
C -0.48 3.27 -3.98
C -2.33 0.26 -2.31
C -0.76 0.13 -2.57
C -0.70 2.73 -2.57
C -2.25 2.69 -2.35
C -0.49 0.66 1.94
H -2.58 2.66 -1.31
H -2.64 0.21 -1.26
H -1.09 -1.06 -4.37
H -3.96 1.47 -2.74
H -0.93 -1.98 -1.99
H -1.05 -0.42 4.38
H -0.20 -3.93 2.67
H -1.00 2.65 -4.71
H -0.40 -0.88 -0.71
H -0.90 4.26 -4.11
H 2.22 -3.32 0.16
H -1.15 0.51 -4.64
H 3.25 -3.65 2.95
H 0.93 1.22 4.27
H 0.46 -3.62 0.52
H -1.50 -1.31 3.08
H -1.00 1.34 2.62
H 3.74 -2.16 2.22
H 2.93 -2.27 3.78
H 0.82 3.99 -1.68
H -0.84 4.78 -1.74
H 0.58 3.23 -4.22
H -0.27 3.60 -0.52
H 2.13 1.11 3.04
H -0.04 1.24 1.13
H 1.14 -4.00 3.70
H 0.72 -1.35 -2.03
H 0.48 -0.11 -4.31
H 2.18 0.02 4.21
H 1.64 -4.71 1.07
H -1.27 0.16 1.37
H -0.82 -2.87 4.80
H -2.73 -0.67 -2.72
H -2.91 1.42 -4.07
H -2.81 3.55 -2.73
H 0.73 -2.20 4.99

Properties
Multiplicity: 1
Net charge: +1
Gap between HOMO and LUMO, eV: 4.20

Results of the Löwdin charge analysis, in e, for atoms 1 through 2: number 1, Hf, carries 1.6882; number 2, Cl, carries -0.0851

Entry 6:
Density functional theory data (ωB97M-V/def2-TZVPD) for a molecular structure, C18H36CuF3NO9S2.

Cartesian coordinates (Å):
Cu -19.93 -20.35 -16.77
S -19.64 -18.27 -14.00
S -16.68 -21.29 -15.37
F -22.19 -21.48 -12.82
F -21.89 -23.61 -12.54
F -23.19 -22.91 -14.14
O -15.75 -22.03 -16.19
O -17.85 -20.71 -15.99
O -21.77 -20.77 -18.09
O -18.66 -18.80 -13.06
O -20.80 -23.77 -15.26
O -19.57 -18.64 -15.40
O -19.24 -21.94 -18.03
O -20.66 -21.52 -15.16
O -21.91 -18.98 -16.89
N -18.85 -19.17 -18.25
C -19.67 -25.56 -13.90
C -21.09 -16.07 -13.60
C -20.87 -25.07 -14.72
C -15.77 -20.52 -12.98
C -16.14 -22.02 -12.91
C -17.21 -22.26 -13.94
C -23.85 -19.59 -18.16
C -18.82 -20.07 -19.42
C -22.04 -22.65 -13.49
C -21.67 -17.21 -12.75
C -19.63 -16.44 -13.88
C -20.82 -22.62 -14.42
C -17.98 -19.45 -20.52
C -21.36 -18.48 -13.49
C -22.46 -19.83 -17.64
C -19.00 -23.28 -17.65
C -15.86 -20.01 -14.43
C -18.32 -21.45 -18.99
H -21.84 -25.25 -14.25
H -19.48 -26.62 -13.99
H -17.92 -18.76 -18.16
H -21.63 -16.06 -14.56
H -16.46 -22.30 -11.91
H -19.94 -23.82 -17.54
H -18.77 -24.96 -14.05
H -17.34 -23.29 -14.26
H -18.29 -22.12 -19.86
H -19.93 -25.40 -12.85
H -21.25 -15.05 -13.26
H -24.40 -20.52 -18.34
H -23.79 -19.14 -19.15
H -14.77 -20.35 -12.57
H -20.99 -25.68 -15.62
H -24.50 -18.95 -17.57
H -18.48 -23.32 -16.68
H -15.25 -22.61 -13.15
H -18.37 -23.82 -18.36
H -19.34 -18.30 -18.45
H -21.30 -19.43 -12.95
H -22.74 -17.03 -12.63
H -21.23 -17.12 -11.75
H -21.92 -18.63 -14.42
H -16.45 -19.92 -12.38
H -18.48 -18.58 -20.98
H -19.95 -22.72 -13.75
H -16.97 -19.19 -20.23
H -19.84 -20.21 -19.79
H -14.88 -19.77 -14.82
H -18.15 -21.76 -13.69
H -17.30 -21.37 -18.59
H -17.93 -20.07 -21.42
H -18.96 -16.17 -13.07
H -19.18 -16.08 -14.80
H -16.54 -19.16 -14.47

Properties
Multiplicity: 2
ΔE to the lowest compared entry with this formula, charge and spin, kJ/mol: 53.5
⟨S²⟩: 0.751
Gap between HOMO and LUMO (spin up / spin down), eV: 8.27 / 7.56

Results of the natural (NBO) charge analysis, in e, for atoms 1 through 2: number 1, Cu, carries 1.5835; number 2, S, carries 2.1526

Entry 7:
Density functional theory data (ωB97M-V/def2-TZVPD) for a molecular structure, C18H36F6N8OS2SbSc.

Cartesian coordinates (Å):
Sb 2.33 3.16 0.85
Sc 1.16 0.40 -0.37
S -5.11 1.87 5.79
S 0.25 0.95 -3.71
F 0.67 2.03 1.10
F 1.93 2.30 -0.99
F 2.39 3.23 2.71
F 3.89 3.84 0.12
F 3.13 1.36 0.99
F 1.20 4.57 0.40
O 0.84 0.26 -2.47
N -6.26 -0.17 4.59
N -1.89 0.17 2.04
N 3.35 -0.07 -1.37
N 0.37 -1.91 -0.51
N -3.09 1.41 -1.71
N 1.19 -0.43 1.94
N 3.09 -2.13 0.50
N -1.10 1.09 -0.82
C -3.48 1.59 3.12
C -0.03 -0.42 -4.84
C -4.11 0.49 3.70
C -2.52 -0.88 2.57
C -2.24 0.52 -1.18
C -3.64 -0.78 3.39
C -2.48 2.63 -1.68
C 1.84 -1.61 2.57
C 4.09 -1.33 -1.59
C -5.24 0.66 4.65
C 3.19 -1.87 1.92
C 2.32 -3.31 0.14
C 4.33 -1.98 -0.23
C 1.67 1.69 -4.53
C -1.25 2.43 -1.13
C 1.25 -3.04 -0.91
C -2.39 1.38 2.30
C -4.45 1.18 -2.17
H 3.99 0.55 -0.87
H 2.01 -1.44 3.63
H 3.68 -2.70 2.45
H -4.62 1.72 -3.10
H 1.61 0.38 2.39
H 3.22 0.37 -2.28
H -6.32 -0.89 3.89
H -2.11 -1.86 2.35
H -2.95 3.53 -2.04
H -4.61 0.11 -2.35
H 1.85 -3.73 1.03
H 3.80 -0.98 2.06
H 0.86 -1.06 -4.87
H 2.04 2.50 -3.89
H -7.03 -0.10 5.24
H -5.17 1.53 -1.43
H 5.04 -1.15 -2.09
H -2.47 -0.52 -1.09
H -1.88 2.21 1.83
H 1.18 -2.47 2.48
H 2.98 -4.09 -0.26
H 2.44 0.95 -4.71
H 5.01 -1.34 0.34
H -3.85 2.59 3.30
H 1.33 2.12 -5.47
H -0.49 3.17 -0.94
H 3.50 -1.98 -2.22
H 1.71 -2.76 -1.86
H -0.31 -1.79 -1.27
H -0.88 -0.99 -4.47
H -0.25 -0.03 -5.83
H 0.68 -3.95 -1.06
H -4.08 -1.68 3.80
H 4.84 -2.94 -0.38
H -0.17 -2.22 0.29
H 0.21 -0.39 2.21

Properties
Multiplicity: 2
ΔE to the lowest compared entry with this formula, charge and spin, kJ/mol: 31.2
Net charge: +3
⟨S²⟩: 0.754
Gap between HOMO and LUMO (spin up / spin down), eV: 6.82 / 4.35

Results of the natural (NBO) charge analysis, in e, for atoms 1 through 2: number 1, Sb, carries 3.1654; number 2, Sc, carries 1.8600

Question: What is the formula in the fifth record?
Answer: C18H36ClHfN2O2